# 1
C5H7N in the gas phase in a non-equilibrium geometry, computed with ωB97M-V/def2-TZVPD.

Properties
HOMO level (spin up / spin down), eV: -7.42 / -7.42
Net charge: 0
Relative energy (zero: lowest compared OMol25 entry of this formula, charge and spin), eV: 5.359
Frontier orbital gap (spin up / spin down), eV: 8.087 / 8.088

Atoms and positions in Å:
C: -0.65 0.58 1.08
C: 0.46 1.37 1.90
C: 0.65 -0.04 1.43
C: -0.34 -0.05 -1.23
C: -0.68 -1.03 -2.31
N: -0.56 0.49 -0.22
H: 1.05 2.02 1.34
H: 0.37 1.51 2.95
H: 1.33 -0.33 0.59
H: 0.63 -0.83 2.21
H: -1.37 -1.81 -1.95
H: 0.27 -1.33 -2.66
H: -1.14 -0.55 -3.13

These are the natural (NBO) partial charges, in e, on atoms 1 to 6: -0.139, -0.409, -0.412, 0.308, -0.688, -0.205

# 2
C48H124AgN8O16 as an isolated structure in a non-equilibrium geometry, computed with ωB97M-V/def2-TZVPD.

Properties
HOMO level (spin up / spin down), eV: -19.85 / -19.66
Spin multiplicity: 2
Net charge: +6
Frontier orbital gap (spin up / spin down), eV: 9.301 / 6.556

Atoms and positions in Å:
Ag: 0.49 -0.77 0.23
C: 2.29 -7.14 -0.02
N: 2.12 -5.81 0.64
C: 2.85 -5.47 1.97
C: 2.74 -4.95 -0.51
C: 0.61 -5.44 0.88
C: -0.08 -6.04 2.13
O: 0.14 -7.45 2.18
H: 1.67 -7.25 -0.91
H: 2.11 -7.93 0.71
H: 3.33 -7.36 -0.29
H: 2.60 -6.20 2.74
H: 2.70 -4.41 2.16
H: 3.90 -5.64 1.73
H: 3.83 -4.97 -0.52
H: 2.44 -3.94 -0.24
H: 2.47 -5.29 -1.50
H: 0.06 -5.63 -0.04
H: 0.61 -4.37 1.08
H: -1.15 -5.83 2.07
H: 0.22 -5.58 3.07
H: -0.28 -7.86 1.42
C: 2.97 4.06 4.02
N: 4.19 3.70 3.10
C: 5.46 3.54 3.97
C: 4.09 2.37 2.34
C: 4.38 4.89 2.02
C: 3.12 5.18 1.08
O: 3.45 6.54 0.68
H: 3.25 4.87 4.70
H: 2.80 3.19 4.66
H: 2.13 4.47 3.46
H: 6.36 3.51 3.35
H: 5.35 2.66 4.61
H: 5.54 4.45 4.57
H: 4.05 1.61 3.12
H: 4.93 2.29 1.65
H: 3.16 2.46 1.78
H: 5.15 4.46 1.38
H: 4.78 5.78 2.50
H: 2.12 5.13 1.52
H: 3.06 4.52 0.22
H: 2.88 6.67 -0.08
C: -3.30 -4.60 -3.51
N: -3.99 -4.51 -2.06
C: -3.73 -5.74 -1.21
C: -3.59 -3.22 -1.38
C: -5.47 -4.57 -2.48
C: -6.45 -4.47 -1.28
O: -6.46 -3.19 -0.65
H: -3.66 -5.52 -3.96
H: -2.23 -4.81 -3.38
H: -3.48 -3.64 -4.00
H: -2.67 -5.95 -1.31
H: -4.20 -6.63 -1.63
H: -4.13 -5.62 -0.20
H: -2.50 -3.16 -1.42
H: -3.98 -3.29 -0.37
H: -4.01 -2.46 -2.04
H: -5.61 -5.55 -2.93
H: -5.81 -3.92 -3.29
H: -6.39 -5.35 -0.65
H: -7.48 -4.54 -1.62
H: -7.30 -3.10 -0.20
C: 1.27 3.37 -7.79
N: 0.20 3.16 -6.70
C: -0.37 4.57 -6.47
C: -0.87 2.24 -7.29
C: 0.91 2.68 -5.38
C: -0.03 1.99 -4.31
O: -0.27 0.67 -4.76
H: 1.71 2.46 -8.20
H: 1.99 4.07 -7.38
H: 0.80 3.83 -8.66
H: -0.53 5.22 -7.33
H: 0.38 5.17 -5.96
H: -1.20 4.55 -5.77
H: -1.39 2.53 -8.20
H: -1.58 2.07 -6.48
H: -0.24 1.37 -7.43
H: 1.62 3.45 -5.11
H: 1.54 1.89 -5.79
H: -0.93 2.59 -4.20
H: 0.42 2.00 -3.31
H: -0.18 0.07 -4.01
C: -0.27 -2.14 5.80
N: 1.22 -1.92 5.47
C: 1.58 -3.08 4.51
C: 1.41 -0.63 4.62
C: 2.24 -2.09 6.68
C: 1.77 -1.28 7.91
O: 1.42 0.06 7.63
H: -0.63 -1.35 6.46
H: -0.38 -3.11 6.28
H: -1.03 -1.99 5.03
H: 1.02 -2.88 3.60
H: 1.46 -4.08 4.93
H: 2.65 -3.00 4.33
H: 0.71 -0.68 3.78
H: 2.44 -0.42 4.34
H: 0.96 0.17 5.21
H: 3.21 -1.82 6.26
H: 2.40 -3.15 6.90
H: 2.52 -1.46 8.68
H: 0.94 -1.80 8.40
H: 2.22 0.53 7.43
C: -4.64 2.64 5.20
N: -3.43 2.31 4.27
C: -2.70 3.61 3.87
C: -2.48 1.41 5.06
C: -3.96 1.58 2.99
C: -5.00 2.30 2.02
O: -4.38 3.45 1.35
H: -5.20 1.71 5.28
H: -5.29 3.41 4.79
H: -4.20 3.02 6.13
H: -2.47 4.09 4.81
H: -3.31 4.25 3.23
H: -1.80 3.31 3.32
H: -2.95 0.50 5.44
H: -2.08 2.07 5.83
H: -1.61 1.15 4.45
H: -4.34 0.66 3.41
H: -2.99 1.43 2.52
H: -5.91 2.50 2.58
H: -5.31 1.61 1.23
H: -4.91 3.89 0.69
C: -3.18 2.06 -1.47
N: -4.00 0.94 -2.18
C: -2.98 -0.03 -2.80
C: -4.79 0.10 -1.14
C: -5.10 1.50 -3.15
C: -4.59 2.06 -4.49
O: -3.63 3.07 -4.19
H: -2.67 1.61 -0.62
H: -3.84 2.86 -1.13
H: -2.41 2.47 -2.12
H: -3.55 -0.85 -3.24
H: -2.31 -0.43 -2.04
H: -2.44 0.48 -3.61
H: -5.58 0.74 -0.75
H: -4.15 -0.12 -0.29
H: -5.32 -0.72 -1.61
H: -5.65 2.21 -2.54
H: -5.74 0.63 -3.32
H: -5.52 2.42 -4.94
H: -4.06 1.31 -5.07
H: -3.38 3.50 -5.01
C: 5.98 1.81 -2.74
N: 4.47 1.90 -2.65
C: 3.81 0.55 -3.01
C: 4.13 2.18 -1.18
C: 3.94 3.07 -3.58
C: 4.58 4.50 -3.54
O: 4.37 5.26 -2.36
H: 6.41 1.30 -3.60
H: 6.27 1.31 -1.81
H: 6.36 2.83 -2.66
H: 2.75 0.47 -2.76
H: 4.34 -0.13 -2.35
H: 3.98 0.41 -4.08
H: 4.61 1.48 -0.50
H: 3.05 2.23 -1.01
H: 4.56 3.15 -0.94
H: 2.88 3.06 -3.34
H: 4.05 2.53 -4.52
H: 4.07 5.08 -4.30
H: 5.64 4.61 -3.79
H: 3.49 5.64 -2.34
C: -3.09 -2.23 2.06
C: -1.89 -1.69 1.42
O: -1.91 -0.96 0.37
O: -0.78 -1.90 1.95
H: -3.96 -1.61 1.87
H: -2.99 -2.51 3.11
H: -3.38 -3.17 1.59
C: 0.17 3.47 1.01
C: 0.42 1.97 0.74
O: 0.44 1.16 1.66
O: 0.38 1.54 -0.48
H: -0.89 3.74 1.00
H: 0.67 4.07 0.24
H: 0.65 3.73 1.95
C: 0.96 -2.69 -3.64
C: 0.43 -2.21 -2.28
O: 0.32 -2.94 -1.30
O: 0.28 -0.95 -2.20
H: 1.31 -3.72 -3.61
H: 1.84 -2.20 -4.04
H: 0.19 -2.73 -4.41
C: 4.55 -1.31 1.53
C: 3.11 -1.34 1.05
O: 2.84 -0.59 0.04
O: 2.25 -2.03 1.67
H: 5.32 -1.71 0.88
H: 4.61 -1.88 2.46
H: 4.72 -0.28 1.84

These are the Mulliken partial charges, in e, on atoms 1 to 6: 3.249, -0.939, 0.301, -0.791, -0.530, 0.247

# 3
C25H25AsCl2N2O3OsS as an isolated structure in a non-equilibrium geometry, computed with ωB97M-V/def2-TZVPD.

Properties
HOMO level (spin up / spin down), eV: -7.61 / -7.61
Net charge: 0
Relative energy (zero: lowest compared OMol25 entry of this formula, charge and spin), eV: 3.267
Frontier orbital gap (spin up / spin down), eV: 4.707 / 4.727

Atoms and positions in Å:
Os: -0.09 0.39 0.46
Cl: -0.44 -2.54 0.59
C: -0.14 -2.54 2.30
C: -0.06 -3.72 3.00
C: 0.17 -3.69 4.37
C: 0.30 -2.48 5.03
C: 0.25 -1.30 4.33
Cl: 0.48 0.19 5.14
C: 0.03 -1.26 2.92
N: 0.01 -0.14 2.24
H: -0.18 -4.65 2.49
H: 0.25 -4.62 4.91
H: 0.45 -2.46 6.10
N: 2.10 -0.73 0.07
C: 3.19 0.17 -0.20
C: 3.17 1.42 0.42
C: 4.16 2.34 0.13
C: 5.16 1.98 -0.74
C: 5.23 0.74 -1.32
C: 4.21 -0.18 -1.07
S: 6.47 3.17 -1.22
O: 6.08 4.39 -0.54
O: 7.66 2.49 -0.73
O: 6.28 3.17 -2.66
H: 2.14 -1.53 -0.57
H: 2.18 -1.09 1.02
H: 2.38 1.63 1.14
H: 4.17 3.33 0.57
H: 6.06 0.52 -1.97
H: 4.23 -1.15 -1.54
C: 0.29 3.69 1.24
As: -0.09 2.79 -0.45
C: -1.94 3.41 -0.65
C: 0.87 4.01 -1.67
H: -0.14 4.69 1.24
H: 1.37 3.79 1.40
H: -0.13 3.11 2.06
H: -1.99 4.50 -0.58
H: -2.54 2.98 0.15
H: -2.38 3.09 -1.60
H: 0.75 5.03 -1.31
H: 0.48 3.93 -2.69
H: 1.94 3.77 -1.69
C: -3.75 0.22 -3.53
C: -2.36 0.21 -3.35
C: -1.83 0.16 -2.09
C: -2.66 0.15 -0.94
C: -2.12 0.19 0.38
C: -2.99 0.11 1.44
C: -4.38 0.01 1.26
C: -4.91 0.03 0.00
C: -4.07 0.11 -1.13
C: -4.59 0.14 -2.45
H: -4.16 0.27 -4.53
H: -1.71 0.23 -4.21
H: -0.75 0.09 -1.97
H: -2.60 0.11 2.45
H: -5.02 -0.07 2.12
H: -5.98 -0.02 -0.15
H: -5.66 0.10 -2.59

These are the natural (NBO) partial charges, in e, on atoms 1 to 6: 0.843, 0.087, -0.018, -0.255, -0.134, -0.234